1.
Formula: C7H6
Source: the Open Molecules 2025 dataset
Level of theory: ωB97M-V with the def2-TZVPD basis set

```
13
Properties=species:S:1:pos:R:3:forces:R:3:mulliken_charge:R:1
C 0.220261 -1.414336 0.450590 -2.657 -3.186 0.229 -0.619
C 1.254882 -0.675473 0.006298 2.941 1.925 -0.839 -0.455
C -1.333494 0.166178 -0.478931 0.188 0.106 -0.353 -0.465
C -1.056944 -1.160420 0.151077 0.561 1.803 0.718 -0.247
C 0.257423 2.096957 0.381896 0.490 1.745 1.924 -0.041
C 2.184978 0.018994 -0.301499 -2.042 -2.108 0.747 0.083
C -0.507989 1.214165 0.103118 0.004 1.148 -0.835 -0.391
H 0.543434 -2.378466 0.790342 -0.245 -0.467 0.836 0.330
H -1.091909 0.014707 -1.563054 -0.643 0.708 0.594 0.246
H -2.368048 0.413043 -0.238288 -0.122 0.112 -0.816 0.329
H -1.993823 -1.512788 0.508659 0.015 -1.757 0.348 0.358
H 0.873382 2.873297 0.933756 -1.111 -1.541 -1.346 0.360
H 3.017849 0.344136 -0.743959 2.622 1.512 -1.209 0.510
```
Positions in Å, forces in eV/Å.

## Properties
SMILES: C#C/C=C\CC#C
Kohn-Sham gap in eV: 9.6
Relative energy (zero: lowest compared OMol25 entry of this formula, charge and spin) in kJ/mol: 299.61
Charge: 0
Highest occupied orbital energy in Ha: -0.327

2.
Formula: C28H28F6IrN6O4PS3Sb
Source: the Open Molecules 2025 dataset
Level of theory: ωB97M-V with the def2-TZVPD basis set

```
78
Properties=species:S:1:pos:R:3:forces:R:3:mulliken_charge:R:1
Ir 0.669755 -0.120282 -0.740850 -0.425 0.191 0.375 0.617
O -4.509258 -1.020631 -2.272730 0.075 -0.197 0.121 -0.650
C -4.360383 0.249426 -2.653264 0.021 0.130 -0.013 0.621
C -5.398264 0.797512 -3.415488 0.035 -0.035 0.027 -0.730
C -5.331913 2.098385 -3.850371 0.056 0.047 0.015 -0.300
C -4.228494 2.906615 -3.542640 0.008 -0.012 0.007 -0.898
C -3.204273 2.380704 -2.798453 -0.053 0.064 -0.060 -0.553
C -3.240019 1.051052 -2.339933 -0.028 -0.056 0.020 0.059
C -2.098052 0.571813 -1.576785 -0.040 0.130 -0.054 0.767
O -1.113275 1.307302 -1.323998 0.051 -0.097 -0.102 -0.231
N -2.158412 -0.720575 -1.117113 0.105 -0.078 0.072 -0.880
N -1.068968 -1.071228 -0.458100 0.088 0.065 -0.043 0.575
C -1.159994 -2.159719 0.302553 0.004 -0.140 0.094 -0.081
C -0.227545 -2.533201 1.265964 -0.041 0.080 -0.013 0.419
C -0.454494 -3.761767 1.953778 -0.020 -0.017 0.074 -0.960
C 0.327718 -4.136642 2.996377 -0.044 0.015 0.003 -0.782
C 1.370145 -3.278728 3.421509 -0.025 -0.005 -0.016 -0.370
C 1.620196 -2.085295 2.802488 -0.017 0.046 -0.030 -0.611
C 0.855196 -1.682510 1.692254 -0.025 -0.106 0.006 0.860
O 1.151743 -0.543058 1.135953 0.226 0.125 -0.019 -0.520
H -3.739472 -1.286378 -1.726364 -0.171 0.061 -0.127 0.536
H -6.245128 0.165488 -3.643566 -0.003 -0.005 0.001 0.456
H -6.146757 2.501726 -4.436973 -0.002 0.009 -0.005 0.392
H -4.188231 3.930679 -3.885381 -0.004 0.000 -0.002 0.445
H -2.343049 2.982349 -2.541752 0.005 0.007 -0.001 0.539
H -2.066449 -2.743984 0.181620 0.011 0.018 0.011 0.447
H -1.261325 -4.395938 1.610070 -0.004 -0.003 -0.004 0.414
H 0.163138 -5.076974 3.501458 0.000 -0.005 -0.004 0.443
H 1.988239 -3.577983 4.258103 0.006 0.002 0.002 0.424
H 2.415963 -1.430577 3.128688 0.003 0.004 0.005 0.483
C 4.579955 -0.769047 -0.136925 0.049 -0.036 -0.048 -1.065
P 3.898029 0.322429 -1.374962 -0.016 -0.035 0.115 1.138
C 3.961224 -0.491847 -2.965384 0.005 0.004 0.003 -0.978
C 4.934696 1.795232 -1.462210 0.014 -0.075 -0.017 -1.057
O 2.490476 0.813580 -1.008304 -0.022 0.084 -0.067 -0.645
H 5.628037 -0.969170 -0.365586 0.009 0.001 0.009 0.476
H 4.030510 -1.710107 -0.127265 0.079 0.084 0.014 -0.002
H 4.507037 -0.280873 0.835046 -0.005 0.010 0.013 0.323
H 4.987976 -0.805883 -3.160986 -0.008 -0.020 -0.013 0.498
H 3.652946 0.209308 -3.742285 0.004 -0.004 -0.004 0.354
H 3.313554 -1.369653 -2.981623 0.031 0.040 0.015 0.086
H 5.600842 1.751730 -2.323155 0.028 -0.020 0.019 0.487
H 5.533914 1.894286 -0.558157 -0.025 0.011 0.024 0.399
H 4.290800 2.668165 -1.559783 -0.029 0.031 -0.045 0.071
N 0.835852 0.868117 -3.588728 0.051 0.026 0.018 0.331
C 0.650020 0.555342 -4.878982 -0.014 -0.003 -0.005 -0.597
C 0.218499 -0.752282 -4.929644 0.003 -0.007 0.012 -1.000
C 0.149297 -1.167949 -3.599121 -0.033 0.062 -0.038 -0.563
N 0.524819 -0.172012 -2.797798 0.065 0.022 -0.025 0.985
H 1.075762 1.755510 -3.168526 0.007 -0.021 0.011 -0.225
H 0.831620 1.278222 -5.656182 -0.005 0.004 -0.004 0.528
H -0.013760 -1.332263 -5.803849 0.002 -0.003 -0.011 0.507
H -0.133629 -2.122619 -3.188206 0.000 -0.031 0.020 0.537
S 2.580906 5.504662 -3.193429 -0.051 0.034 0.056 -0.203
C 2.096900 4.905704 -1.757173 0.082 -0.114 -0.152 0.042
S 0.814094 3.754899 -1.528407 -0.019 -0.069 0.118 0.045
C 1.281633 3.543694 0.157853 -0.101 -0.159 -0.156 0.292
N 2.248801 4.393456 0.507116 0.046 0.135 0.099 -0.833
N 2.665702 5.126494 -0.509599 -0.038 -0.004 0.062 0.920
C 3.750034 6.039230 -0.265617 0.015 0.031 0.021 0.370
C 3.635384 7.360691 -0.662168 -0.008 0.001 -0.013 -0.379
C 4.680626 8.228139 -0.390423 0.011 -0.009 0.003 -0.671
C 5.813651 7.772407 0.269383 0.000 0.008 -0.002 -0.458
C 5.905292 6.446993 0.670032 -0.006 -0.002 -0.005 -0.735
C 4.866802 5.569194 0.404322 0.007 -0.014 0.013 -0.206
S 0.678088 2.398823 1.192796 0.063 -0.087 -0.155 -0.089
H 2.743774 7.705478 -1.166053 0.003 0.005 -0.003 0.466
H 4.605675 9.264543 -0.688896 -0.003 0.002 -0.003 0.383
H 6.625165 8.455662 0.479461 0.003 0.002 0.000 0.398
H 6.783576 6.097185 1.194767 0.002 -0.006 0.001 0.377
H 4.906179 4.537183 0.726692 0.009 0.003 -0.002 0.467
F 2.039122 -2.127868 -0.997782 -0.066 -0.055 -0.089 -0.097
Sb 2.002613 -4.018270 -1.538036 0.004 -0.007 -0.038 2.196
F 0.115319 -3.775254 -1.634658 0.033 -0.025 -0.040 -0.602
F 1.838129 -4.420497 0.292478 0.074 -0.043 -0.102 -0.562
F 1.923355 -5.797489 -2.075698 0.003 0.040 0.021 -0.505
F 3.876368 -3.943208 -1.390721 -0.036 -0.006 0.009 -0.561
F 2.124699 -3.360143 -3.307078 -0.007 -0.024 0.021 -0.574
```
Positions in Å, forces in eV/Å.

## Properties
Multiplicity: 5
⟨S²⟩: 6.082
Kohn-Sham gap (alpha / beta) in eV: 7.4 / 5.1
Relative energy (zero: lowest compared OMol25 entry of this formula, charge and spin) in kJ/mol: 36.32
Charge: +1
Highest occupied orbital energy (alpha / beta) in Ha: -0.403 / -0.405

| no. | calculated total energy (a.u.) |
| --- | --- |
| 1 | -270.1220 |
| 2 | -4192.8793 |